No. 1
# C21H27CoO2Si

A structure of composition C21H27CoO2Si at a distorted geometry (the ωB97M-V functional and the def2-TZVPD basis, OMol25).

The frontier orbital gap (spin up / spin down) comes out at 3.75 / 6.63 eV. The calculation puts the LUMO energy (spin up / spin down) at 2.89 / 2.88 eV. The value obtained for the molecular weight is 398.46 g mol⁻¹. Its spin multiplicity is 4. Its net charge is -1. The value obtained for the highest occupied orbital energy (spin up / spin down) is -0.86 / -3.74 eV. The total energy is -2638.97502 hartree.

Cartesian coordinates (Å):
C1 1.76 -0.75 2.34
C2 2.34 -1.68 1.38
C3 3.18 -0.93 0.51
H1 2.09 -2.74 1.24
C4 3.16 0.43 0.91
C5 2.29 0.56 2.03
H2 2.08 1.51 2.53
H3 1.00 -0.92 3.11
H4 3.80 -1.30 -0.32
H5 3.77 1.24 0.48
C6 -1.52 -0.79 -1.33
C7 -1.42 -1.94 -0.62
C8 -1.67 -1.66 0.84
H6 -1.29 -2.97 -0.97
C9 -1.53 -0.15 0.88
C10 -1.66 0.32 -0.43
H7 -1.84 1.34 -0.72
H8 -1.51 -0.69 -2.43
H9 -2.72 -1.92 1.04
H10 -1.64 0.41 1.79
Co1 1.21 -0.33 0.55
O1 -0.58 2.29 -2.28
C11 0.46 1.30 -2.76
C12 0.74 2.73 -2.20
H11 0.57 0.50 -1.97
H12 0.65 1.12 -3.77
H13 1.32 2.76 -1.25
H14 2.18 5.17 -2.22
C13 1.33 5.19 -2.89
C14 0.69 3.94 -3.07
C15 -0.44 3.92 -3.92
H15 -1.15 3.09 -4.01
C16 -1.03 5.08 -4.42
H16 -2.07 5.06 -4.75
C17 -0.36 6.29 -4.20
H17 -0.82 7.25 -4.51
C18 0.86 6.34 -3.51
H18 1.32 7.27 -3.24
C19 -1.45 -5.15 1.70
Si1 -0.98 -3.69 2.75
C20 -2.23 -3.32 4.08
C21 0.74 -3.90 3.46
O2 -0.82 -2.34 1.78
H19 -1.51 -6.04 2.34
H20 -0.70 -5.32 0.92
H21 -2.43 -5.01 1.22
H22 -2.28 -4.17 4.78
H23 -1.94 -2.42 4.65
H24 -3.23 -3.15 3.66
H25 1.48 -4.05 2.67
H26 1.04 -3.01 4.04
H27 0.76 -4.77 4.13

Atomic partial charges in e from the Mulliken method, atoms 1 to 4: number 1, C, carries -0.053; number 2, C, carries -0.188; number 3, C, carries -0.777; number 4, H, carries 0.220

=====

No. 2
# C21H27N2O3PS

A cluster of 2 separate species, C21H27N2O3PS in total at a distorted geometry (the ωB97M-V functional and the def2-TZVPD basis, OMol25).

The frontier orbital gap comes out at 7.37 eV. The calculation puts the LUMO energy at -0.32 eV. The value obtained for the molecular weight is 418.50 g mol⁻¹. Its SMILES is C=CCc1cc(OCCC)cc2c1N([PH2]=O)c1ccccc1S2.CN(C)C=O. The value obtained for the highest occupied orbital energy is -7.69 eV. The total energy is -1890.39018 hartree.

Cartesian coordinates (Å):
C1 2.89 -3.18 1.36
C2 3.07 -1.88 2.10
C3 2.42 -0.44 1.55
C4 1.56 -0.81 0.20
C5 2.40 -0.92 -1.23
C6 1.69 -1.28 -2.67
O1 2.56 -1.30 -3.86
C7 1.80 -1.27 -5.12
C8 2.92 -1.27 -6.35
C9 4.04 -2.46 -6.18
C10 0.08 -1.58 -2.68
C11 -0.75 -1.46 -1.25
C12 -0.09 -1.06 0.20
N1 -0.79 -0.94 1.52
P1 -0.51 -2.34 2.60
O2 -1.81 -2.77 3.43
C13 -2.24 -0.55 1.41
C14 -2.89 0.28 2.71
C15 -4.47 0.71 2.66
C16 -5.51 0.41 1.41
C17 -4.87 -0.45 0.13
C18 -3.28 -0.89 0.19
S1 -2.60 -1.83 -1.31
H1 3.23 -3.30 0.23
H2 2.35 -4.12 1.83
H3 3.69 -1.96 3.11
H4 1.73 0.03 2.37
H5 3.32 0.23 1.22
H6 3.58 -0.73 -1.21
H7 1.14 -0.29 -5.26
H8 1.15 -2.26 -5.26
H9 3.51 -0.24 -6.37
H10 2.39 -1.44 -7.40
H11 4.97 -2.32 -6.89
H12 3.54 -3.50 -6.47
H13 4.47 -2.59 -5.10
H14 -0.51 -1.88 -3.66
H15 0.14 -3.45 1.93
H16 0.45 -1.88 3.61
H17 -2.21 0.53 3.64
H18 -4.92 1.29 3.58
H19 -6.63 0.79 1.43
H20 -5.52 -0.76 -0.82
C19 -2.68 5.01 3.34
O3 -3.66 4.28 3.36
N2 -1.42 4.65 2.94
C20 -0.31 5.58 2.94
C21 -1.19 3.29 2.49
H21 -2.75 6.06 3.66
H22 0.08 5.68 1.93
H23 0.47 5.19 3.60
H24 -0.62 6.56 3.30
H25 -1.83 3.08 1.63
H26 -1.44 2.60 3.30
H27 -0.14 3.15 2.20

Atomic partial charges in e from the Mulliken method, atoms 1 to 4: number 1, C, carries -0.563; number 2, C, carries -0.235; number 3, C, carries -0.754; number 4, C, carries 0.336

=====

No. 3
# C21H27N3O3S

The molecule C21H27N3O3S at a distorted geometry (the ωB97M-V functional and the def2-TZVPD basis, OMol25).

Its relative energy (zero: lowest compared OMol25 entry of this formula, charge and spin) is 34.3 kcal/mol. The frontier orbital gap comes out at 9.72 eV. The calculation puts the LUMO energy at 0.62 eV. The value obtained for the molecular weight is 401.53 g mol⁻¹. Its SMILES is Cc1ccc(S(=O)(=O)N(CC(=O)NCc2cccnc2)C2CCCCC2)cc1. The value obtained for the highest occupied orbital energy is -9.10 eV. The total energy is -1604.62685 hartree.

Cartesian coordinates (Å):
C1 4.06 1.41 -2.54
C2 3.22 0.92 -1.40
C3 2.22 1.70 -0.84
C4 1.49 1.26 0.25
C5 1.74 0.00 0.76
C6 2.73 -0.80 0.22
C7 3.47 -0.34 -0.86
H1 4.25 -0.95 -1.28
H2 2.93 -1.76 0.66
S1 0.94 -0.57 2.27
O1 1.23 0.41 3.28
O2 1.38 -1.93 2.48
N1 -0.69 -0.64 2.05
C8 -1.45 0.60 2.05
C9 -2.09 0.88 0.69
C10 -2.77 2.25 0.71
C11 -3.81 2.31 1.83
C12 -3.17 2.02 3.18
C13 -2.50 0.64 3.16
H3 -2.02 0.43 4.11
H4 -3.27 -0.12 2.98
H5 -3.92 2.05 3.97
H6 -2.42 2.78 3.40
H7 -4.27 3.30 1.85
H8 -4.60 1.58 1.63
H9 -3.25 2.44 -0.25
H10 -2.02 3.03 0.87
H11 -2.83 0.11 0.47
H12 -1.33 0.85 -0.09
H13 -0.70 1.37 2.28
C14 -1.33 -1.91 1.85
H14 -2.38 -1.85 2.15
C15 -1.27 -2.37 0.39
O3 -2.24 -2.43 -0.33
N2 -0.02 -2.68 0.00
H15 0.73 -2.60 0.68
C16 0.29 -3.11 -1.35
C17 0.65 -1.96 -2.26
C18 1.82 -1.95 -3.01
N3 2.16 -0.99 -3.84
C19 1.33 0.04 -3.97
C20 0.14 0.15 -3.27
C21 -0.20 -0.87 -2.40
H16 -1.14 -0.85 -1.86
H17 -0.50 1.01 -3.40
H18 1.65 0.81 -4.67
H19 2.52 -2.78 -2.94
H20 1.09 -3.84 -1.32
H21 -0.62 -3.58 -1.74
H22 -0.82 -2.65 2.48
H23 0.75 1.89 0.70
H24 2.02 2.69 -1.25
H25 3.67 2.35 -2.93
H26 5.08 1.57 -2.21
H27 4.07 0.67 -3.34

Atomic partial charges in e from the Mulliken method, atoms 1 to 4: number 1, C, carries -1.651; number 2, C, carries 1.081; number 3, C, carries -1.295; number 4, C, carries -0.218

=====

No. 4
# C21H27N5O3

A structure of composition C21H27N5O3 at a distorted geometry (the ωB97M-V functional and the def2-TZVPD basis, OMol25).

Its relative energy (zero: lowest compared OMol25 entry of this formula, charge and spin) is 496.4 kcal/mol. The frontier orbital gap comes out at 8.55 eV. The calculation puts the LUMO energy at 0.75 eV. The value obtained for the molecular weight is 397.48 g mol⁻¹. The value obtained for the highest occupied orbital energy is -7.80 eV. The total energy is -1315.22615 hartree.

Cartesian coordinates (Å):
C1 4.20 5.41 1.99
H1 4.38 6.18 2.66
O1 3.87 4.23 2.58
C2 3.52 3.21 2.04
C3 3.22 2.25 2.90
C4 3.00 0.91 2.38
C5 2.89 0.75 1.10
C6 2.99 2.01 0.02
C7 3.41 3.20 0.60
H2 3.47 3.98 0.05
H3 2.95 1.80 -1.11
C8 2.46 -0.42 0.18
O2 1.38 -1.06 0.91
N1 3.07 -0.95 -0.88
H4 3.60 -0.08 -1.30
C9 2.67 -2.00 -1.57
H5 3.34 -2.60 -1.76
H6 1.89 -2.53 -0.99
C10 1.88 -1.43 -3.10
C11 1.14 -0.30 -2.55
O3 1.52 1.02 -2.64
N2 0.01 -0.55 -2.11
C12 -0.78 -1.81 -2.05
H7 -0.03 -2.66 -2.18
C13 -1.34 -1.76 -0.82
H8 -1.78 -2.94 -0.45
H9 -0.55 -1.69 0.27
C14 -2.39 -0.89 -0.36
C15 -3.68 -1.49 -0.21
C16 -4.58 -1.78 0.83
N3 -5.69 -2.30 0.14
C17 -5.56 -2.22 -1.13
N4 -4.39 -1.90 -1.49
H10 -6.31 -2.67 -1.66
H11 -6.50 -2.57 0.85
C18 -4.16 -1.56 2.02
H12 -4.78 -0.40 2.41
H13 -4.41 -2.46 2.97
C19 -2.65 -1.26 2.18
N5 -2.11 -0.38 1.12
H14 -1.38 -0.15 1.44
H15 -2.16 -0.95 3.25
H16 -2.12 -2.18 2.18
C20 -2.32 0.40 -1.05
C21 -0.80 0.78 -1.62
H17 -0.50 0.99 -0.64
H18 -0.96 1.48 -2.18
H19 -3.04 0.05 -1.97
H20 -2.82 1.24 -0.86
H21 -1.55 -1.77 -2.67
H22 1.40 -2.16 -3.58
H23 2.71 -0.97 -3.67
H24 2.61 -0.02 2.75
H25 3.45 2.09 4.01
H26 4.93 5.23 1.32
H27 3.38 5.62 1.46

Atomic partial charges in e from the Mulliken method, atoms 1 to 4: number 1, C, carries -1.173; number 2, H, carries 0.248; number 3, O, carries -0.424; number 4, C, carries 0.964

=====

> The lowest molecular weight belongs to which entry?

C21H27N5O3